ORCA calculation (ωB97M-V with the def2-TZVPD basis set) on 8 unconnected molecules or ions with the total composition C40H66Cl2FIN2O8.

Calculated values
LUMO level	-1.485	eV
SMILES string	COCCCCc1c(C[C@H](C)I)cc2nc(F)c(Cl)nc2c1CCCCl.CC(C)=O.CC(C)=O.CC(C)=O.CC(C)=O.CC(C)=O.CC(C)=O.CC(C)=O
HOMO-LUMO gap	6.8	eV
E_HOMO	-8.3	eV
largest force on an atom	7.232	eV/Å

Each line ends with the Löwdin charge.
CARTESIAN COORDINATES (ANGSTROEM)
C (-3.2008, -6.2688, 2.7539)  -0.1251
O (-1.9719, -5.6956, 3.3249)  -0.3016
C (-1.6101, -4.4134, 2.6933)  -0.1860
C (-0.6970, -4.7161, 1.3259)  -0.1445
C (0.6206, -3.7448, 1.2106)  -0.1869
C (0.6998, -2.8736, -0.1955)  -0.1709
C (-0.7448, -2.1201, -0.3752)  -0.0472
C (-1.8024, -2.6995, -1.5294)  -0.0611
C (-1.3606, -3.9854, -2.4999)  -0.2587
C (-2.6189, -4.6403, -3.3240)  -0.7535
C (-3.7260, -5.3455, -2.3400)  -0.1905
I (-1.8106, -6.2326, -4.6501)  0.7112
C (-3.2616, -1.9511, -1.6471)  0.0371
C (-3.7404, -0.6609, -0.7042)  -0.1261
N (-5.1292, -0.1387, -0.9432)  0.1062
C (-5.4097, 0.9931, 0.0047)  -0.1127
F (-6.7825, 1.6107, -0.0708)  -0.0778
C (-4.3629, 1.6049, 1.0885)  -0.4722
Cl (-4.8921, 3.0471, 2.1763)  0.5093
N (-2.9744, 1.0728, 1.3041)  0.0638
C (-2.6828, -0.0808, 0.3868)  -0.1031
C (-1.2109, -0.8269, 0.5176)  -0.0559
C (-0.1651, -0.2059, 1.6317)  -0.1511
C (0.4078, 1.2145, 0.9613)  -0.2315
C (1.0754, 1.0074, -0.5240)  -0.5069
Cl (-0.1311, 1.3444, -1.9363)  0.4461
H (-4.0511, -6.4788, 3.5624)  0.0997
H (-3.6886, -5.6281, 1.8988)  0.0974
H (-2.9113, -7.3430, 2.3343)  0.1050
H (-0.9960, -3.7960, 3.4971)  0.1301
H (-2.5910, -3.8168, 2.4648)  0.1254
H (-1.3729, -4.7492, 0.3663)  0.0888
H (-0.2999, -5.8316, 1.4756)  0.1275
H (0.5969, -3.0355, 2.1606)  0.1045
H (1.5950, -4.3873, 1.2986)  0.0998
H (1.0075, -3.5786, -1.0814)  0.1130
H (1.6072, -2.1162, -0.0435)  0.0930
H (-0.6871, -4.7722, -1.9281)  0.1080
H (-0.6428, -3.5039, -3.3229)  0.1228
H (-3.1112, -3.8561, -4.0689)  0.0939
H (-4.5368, -4.5506, -2.0560)  0.0721
H (-3.1408, -5.8000, -1.4303)  0.0879
H (-4.2574, -6.1899, -2.9899)  0.0642
H (-4.0247, -2.3768, -2.4467)  0.0865
H (0.7810, -0.8656, 1.8319)  0.1042
H (-0.7955, 0.0418, 2.5982)  0.1214
H (1.2183, 1.7335, 1.6356)  0.0992
H (-0.5270, 1.9389, 0.8040)  0.0917
H (1.5721, -0.0380, -0.7030)  0.0677
H (1.9450, 1.8105, -0.6798)  0.0917
C (1.4532, 5.3819, 4.4273)  -0.0207
C (1.0645, 4.5773, 3.2160)  -0.4769
C (-0.2864, 4.8462, 2.6087)  -0.0149
O (1.8215, 3.7324, 2.7408)  0.0275
H (2.4533, 5.0810, 4.7573)  0.0865
H (1.4731, 6.4455, 4.1761)  0.0513
H (0.7461, 5.1959, 5.2396)  0.0888
H (-0.3440, 5.8858, 2.2765)  0.0872
H (-1.0710, 4.6362, 3.3399)  0.0890
H (-0.4311, 4.1927, 1.7419)  0.0659
C (1.9411, -7.5566, -7.1882)  -0.0307
C (0.8213, -8.4768, -7.5945)  -0.4991
C (0.3884, -8.4485, -9.0360)  -0.0281
O (0.2807, -9.2232, -6.7801)  0.0375
H (2.1467, -7.6848, -6.1201)  0.0843
H (2.8458, -7.8016, -7.7504)  0.0850
H (1.6518, -6.5179, -7.3666)  0.0848
H (1.2239, -8.7333, -9.6804)  0.0852
H (0.0298, -7.4495, -9.2968)  0.0859
H (-0.4278, -9.1635, -9.1839)  0.0850
C (-2.9548, -3.2871, 7.3861)  -0.0283
C (-1.7370, -3.8440, 6.6986)  -0.4917
C (-1.7676, -5.2956, 6.3012)  -0.0310
O (-0.7546, -3.1401, 6.4704)  0.0400
H (-2.7905, -2.2285, 7.6142)  0.0837
H (-3.8240, -3.3725, 6.7291)  0.0851
H (-3.1310, -3.8233, 8.3220)  0.0846
H (-2.5838, -5.4705, 5.5958)  0.0692
H (-1.8908, -5.9214, 7.1888)  0.0873
H (-0.8220, -5.5588, 5.8153)  0.0864
C (1.8894, 10.2217, 1.9808)  -0.0201
C (2.5338, 9.4781, 3.1200)  -0.4777
C (3.9002, 9.9315, 3.5598)  -0.0223
O (1.9658, 8.5362, 3.6703)  0.0331
H (0.9069, 9.7852, 1.7722)  0.0887
H (1.7551, 11.2721, 2.2515)  0.0900
H (2.5080, 10.1359, 1.0839)  0.0614
H (3.8555, 10.9689, 3.9008)  0.0869
H (4.6084, 9.8327, 2.7333)  0.0861
H (4.2410, 9.3040, 4.3902)  0.0847
C (-1.7772, 4.2843, -3.1066)  -0.0561
C (-2.5119, 5.3670, -3.8508)  -0.4944
C (-4.0155, 5.3617, -3.7775)  -0.0290
O (-1.9070, 6.2230, -4.4942)  0.0450
H (-0.6990, 4.4134, -3.2492)  0.0773
H (-1.9992, 4.3513, -2.0385)  0.0829
H (-2.0666, 3.3045, -3.4947)  0.0726
H (-4.3371, 5.4768, -2.7394)  0.0850
H (-4.4046, 4.4299, -4.1956)  0.0857
H (-4.4102, 6.1998, -4.3616)  0.0833
C (5.5394, -3.4666, -1.1836)  -0.0217
C (4.7425, -3.6989, 0.0722)  -0.4678
C (5.4988, -4.1065, 1.3083)  -0.0194
O (3.5205, -3.5610, 0.0877)  0.0329
H (4.8624, -3.1781, -1.9948)  0.0856
H (6.2578, -2.6587, -1.0236)  0.0878
H (6.0573, -4.3853, -1.4703)  0.0877
H (6.2153, -3.3271, 1.5793)  0.0885
H (6.0149, -5.0538, 1.1327)  0.0883
H (4.7951, -4.2391, 2.1370)  0.0864
C (3.2373, 7.6488, -1.0023)  -0.0185
C (3.3462, 8.9035, -1.8268)  -0.4861
C (4.0341, 8.7989, -3.1617)  -0.0264
O (2.8907, 9.9730, -1.4253)  0.0442
H (2.7178, 7.8746, -0.0649)  0.0728
H (2.6638, 6.8947, -1.5472)  0.0895
H (4.2355, 7.2712, -0.7668)  0.0888
H (3.4961, 8.0961, -3.8028)  0.0884
H (5.0678, 8.4725, -3.0225)  0.0857
H (4.0389, 9.7814, -3.6454)  0.0852